This record from OMol25 describes a molecular structure, C2H4BrN. The level of theory is ωB97M-V/def2-TZVPD.

Values from the calculation:
2S+1 = 1
Electronic energy = -2707.3129 hartree
Gap between HOMO and LUMO = 0.3246 Ha
Energy above the lowest of the compared OMol25 structures with the same formula, charge and spin = 29.0 kcal/mol

Last column: natural (NBO) charge in e.
Cartesian coordinates (Å):
C: 0.581100 0.658307 0.062036  0.6035
C: -0.543421 -0.210891 0.014796  -0.7789
N: 1.700690 0.629859 0.441094  -0.5838
Br: -0.368659 2.819274 -0.841095  -0.5321
H: -0.877626 -0.672699 1.032181  0.2751
H: -0.209665 -1.070095 -0.601617  0.2688
H: -1.528566 0.334565 -0.266561  0.3008
H: 2.628230 0.973622 0.410882  0.4467

Forces on the atoms, in the same order (eV/Å):
0.9 2.2 0.5
-4.0 -1.3 1.0
-0.5 -0.8 -0.3
0.7 -1.2 0.4
1.3 0.9 -1.3
-0.7 0.5 0.0
2.1 -1.1 -0.3
0.2 0.8 0.0